1.
A cluster of 7 separate species, C26H69N3O10 in total at a distorted geometry. Source: OMol25; level of theory: the ωB97M-V functional and the def2-TZVPD basis.

Summary:
Gap between HOMO and LUMO ... 9.39 eV

Atoms and positions in Å:
H 0.62625 0.15085 5.70343
C -4.39754 0.28278 0.19363
H 2.15336 -1.30174 -1.34436
H -0.72548 -2.65352 -1.07564
O 0.58308 -0.15866 -0.24963
C 2.68713 -5.30538 5.89949
H 6.17189 0.96920 -2.66909
C 2.71655 -2.64612 1.71685
H -2.62624 3.68679 -0.46959
H 1.36462 -3.46229 -4.02189
H 0.52132 2.14693 -6.29887
H -3.50251 -1.70448 -4.77394
H 2.37749 2.89981 -3.94839
H 3.88051 2.30169 -4.89063
H 1.42770 4.52892 -6.42615
H -1.92852 0.21283 2.34199
H -3.44863 4.09851 -1.85945
H 0.55280 1.45732 -4.74486
O 1.56314 -4.65579 6.48804
H -0.76064 0.76152 -2.55117
C -6.20631 2.68800 2.50025
H 3.29790 -1.81679 -3.90185
H 2.69389 -3.99887 -3.02124
C 4.08715 -1.38956 0.24809
H -9.12711 1.90778 4.03637
H 2.08383 -3.31920 1.13828
H -1.35838 -1.57556 -5.51376
H -2.51705 0.52411 -0.85099
O 2.91374 -1.46011 1.01440
H -1.73027 1.98285 2.39358
H -0.05860 -2.71742 5.75480
O -1.53024 -1.16805 -4.66171
H -6.42624 3.74346 2.33983
C -1.29400 1.02852 2.68858
O 3.44766 2.80334 -5.58530
H -4.51902 2.73824 1.16801
N 0.37068 -1.84035 6.01280
C -1.07570 -0.40721 4.61565
N -5.05926 0.69723 1.43784
H 3.47272 -3.13926 -0.85883
H -2.63591 1.71548 0.44865
O 4.18136 0.99073 -3.42400
O 1.04128 -3.39159 -1.95374
C 1.93300 1.74321 -0.56599
H 1.77799 1.04037 -6.04911
H -5.52851 2.79108 3.34764
C 1.89989 -3.42092 7.23326
H 1.81912 -1.18187 -3.65055
C 0.49683 1.16226 -0.76689
H 2.12124 1.63068 0.50172
H 0.26650 2.16545 -2.66142
H -3.06816 0.10582 -4.94682
H 2.13826 2.73004 -0.98087
C 3.83751 -2.13389 -1.06919
N 2.99305 -1.27795 -1.90513
H -5.16232 0.25536 -0.58254
O -7.32825 1.85967 2.81005
H 2.42537 -2.31244 5.45272
H 3.62422 -3.23790 1.83522
H -7.67118 2.56399 4.70985
H 2.37523 -5.95694 5.08322
H -8.51599 3.45076 3.42366
H 2.29389 -2.53210 2.71507
H -2.14974 3.10971 -2.24865
H -1.82435 -0.48880 5.40366
H -0.79037 -3.29279 -2.81383
H 3.39148 -4.67560 5.35600
H 0.89061 0.50714 -2.90818
H -5.92292 0.19655 1.59122
H -1.32826 -1.17514 3.88450
C 0.34420 -0.72859 5.12451
O -3.70568 2.14055 -1.30044
H 2.17270 -1.32013 6.87276
H 0.77469 4.76349 -4.84713
C -2.87065 3.27139 -1.44725
C 0.23363 1.13533 -2.30663
H 3.33215 -5.91280 6.53438
H 2.43178 5.14282 -5.33680
H 1.26779 -0.20465 0.42168
C -2.85196 -0.87004 -4.51201
C -8.22484 2.46142 3.77656
H -0.32864 1.03160 2.18242
H 2.93303 -3.46122 7.57836
C 2.13927 2.97452 -5.00942
C 2.50701 -1.86578 -3.15339
H 4.90380 -1.87452 0.78287
C -5.43138 2.14962 1.26411
H -3.11748 -0.78612 -3.45818
C 5.28940 1.60487 -2.74147
H 2.73061 1.08765 -0.91551
C -0.22023 -2.79174 -2.03153
H 4.83705 -2.30742 -1.46781
H 5.52479 2.44183 -3.39888
H 4.24548 -0.32025 0.10808
H 5.10455 1.90023 -1.70866
H 1.27536 -3.36609 8.12492
C -3.20025 1.18636 -0.31924
H -4.02151 -0.73605 0.28695
C 1.65193 4.38200 -5.36963
H 1.07065 -0.86817 4.32395
H -6.07982 2.34403 0.40981
C 1.77996 -2.17357 6.32006
H 3.73438 0.33759 -2.88066
H -0.28405 -1.79835 -2.47559
H -0.17275 1.79603 -0.18543
C 1.21891 1.81796 -5.52866
O -1.17181 0.84573 4.13030
C 1.89543 -3.26022 -3.09156

Mulliken population analysis, charges in e, atoms 1 to 99:
1 H 0.1916
2 C -1.1929
3 H -0.3839
4 H 0.2306
5 O -0.2525
6 C -0.8004
7 H 0.2659
8 C -0.6212
9 H 0.3108
10 H 0.4471
11 H 0.3863
12 H 0.3725
13 H -0.1875
14 H 0.3510
15 H 0.3694
16 H 0.2777
17 H 0.3270
18 H -0.0373
19 O -0.3535
20 H 0.1566
21 C -0.7826
22 H 0.5357
23 H 0.3316
24 C -0.6993
25 H 0.2532
26 H 0.2933
27 H 0.2319
28 H -0.0421
29 O -0.2338
30 H 0.1927
31 H 0.2769
32 O -0.3209
33 H 0.4233
34 C -0.3250
35 O -0.6786
36 H 0.1618
37 N -0.3501
38 C -0.5320
39 N -0.3151
40 H 0.4075
41 H 0.0255
42 O -0.5374
43 O -0.3237
44 C -1.2438
45 H 0.3420
46 H 0.3658
47 C -0.7112
48 H -0.1230
49 C 0.8095
50 H 0.5336
51 H 0.6806
52 H 0.2836
53 H 0.4858
54 C -0.6492
55 N 0.7837
56 H 0.5559
57 O -0.3212
58 H 0.0972
59 H 0.4024
60 H 0.3045
61 H 0.3182
62 H 0.2974
63 H -0.0066
64 H 0.1342
65 H 0.2926
66 H 0.4243
67 H 0.2957
68 H -0.7303
69 H 0.2392
70 H 0.3466
71 C -0.0871
72 O -0.4308
73 H 0.3383
74 H 0.3084
75 C -0.5606
76 C -0.3901
77 H 0.3199
78 H 0.3827
79 H -0.0011
80 C -0.5232
81 C -0.7426
82 H 0.1470
83 H 0.3870
84 C 1.3161
85 C -0.3246
86 H 0.4728
87 C -0.2488
88 H 0.0265
89 C -0.6213
90 H -0.1137
91 C -0.5151
92 H 0.4227
93 H 0.3052
94 H 0.2198
95 H 0.2604
96 H 0.3645
97 C 0.4616
98 H 0.4578
99 C -1.6078

=====

2.
A cluster of 9 separate species, C26H70O9 in total at a distorted geometry. Source: OMol25; level of theory: the ωB97M-V functional and the def2-TZVPD basis.

Summary:
Net charge ... +1
Gap between HOMO and LUMO (alpha / beta) ... 8.43 / 2.26 eV
Multiplicity ... 2

Atoms and positions in Å:
H 6.00561 2.13034 4.37111
H -0.44752 1.59674 -5.65125
H -1.02362 0.58847 0.53389
H 3.40291 1.27798 4.27393
H 3.20957 1.60976 -1.54461
H 2.02033 -3.03991 -3.22377
O 3.63312 0.93685 -1.00666
H -0.73863 3.22685 -6.02209
H -0.49673 2.38072 4.23968
H -1.19731 -1.07915 -0.11507
H -5.75718 0.44106 2.17261
H 0.72426 -3.18145 -2.04809
H -1.56316 -4.98109 -2.76709
H 5.94044 2.82229 2.72160
C 0.94742 -3.19839 -3.11487
H 0.91928 5.76899 0.03551
C -2.30242 -3.39453 2.86676
H -1.17656 2.64343 2.65019
H -2.05271 2.06405 -5.67322
H 1.04053 2.15354 1.31566
H -1.04127 0.69889 -3.22459
C 6.07559 1.91187 3.30553
O 1.11154 -0.01291 -0.74989
H 5.90600 -0.15161 0.04938
C 3.98643 -0.69586 -2.89524
H -1.70957 1.87666 -2.00042
H -0.42433 -3.74297 0.69925
C 5.45030 -0.67236 -0.79281
H 7.07213 1.51608 3.10969
H -3.32178 3.07819 3.65721
H 2.10046 5.23749 -1.25939
H -2.85711 -3.63252 3.77437
H -2.05365 -3.56122 0.12447
O -1.65633 3.86528 -3.47500
H -4.72861 0.65902 -1.55670
O -5.26741 0.79846 1.42831
H 3.75887 -1.67957 -2.48460
H 3.07483 -0.20240 -3.23227
C 1.13410 5.07918 -0.78064
C -2.47011 1.42621 3.80842
H -0.88477 -6.27134 2.45019
H -3.54357 0.57389 -0.27458
C -1.03735 1.89310 3.42847
H -1.38170 -2.98713 3.28436
H 1.07673 3.71522 1.92239
H 0.49097 -2.24043 -3.36401
H -1.64230 -5.32290 -4.43084
H -7.66432 -0.25060 0.80287
C -4.41821 0.07409 -0.69090
H -1.66315 -3.74115 -4.10392
C -1.96607 -4.66788 1.99477
H 5.26487 0.02424 4.79945
C -0.71757 -0.45260 0.63685
H 0.81094 1.92032 -1.02409
H -0.22717 3.62840 -0.03340
O 1.15078 2.78943 -1.24938
H 1.33682 -0.25044 1.34608
C 4.93601 0.83948 2.97555
H -0.00083 2.57715 -3.61106
C -5.46933 -0.12367 0.45404
O 0.59035 -4.37469 -5.15974
H 3.31630 2.45045 2.90615
C 0.77169 -0.60177 0.48278
C 4.57539 0.14901 -1.75930
H -3.57132 -0.16813 4.96093
H 5.16596 0.89794 -2.28698
H -2.97660 1.21627 2.86635
H -7.20733 0.94750 -0.29491
C -1.17262 -4.63778 -3.72506
H -0.08142 -3.79319 -5.52331
H -1.94362 -0.53849 4.61091
H 0.50249 5.27720 -1.64665
H -2.88044 -5.22600 1.79348
H -5.09040 -1.01747 0.94963
H -1.26135 -4.98786 -0.16949
C -1.06567 2.66363 -3.82727
H 5.18310 0.46291 1.98296
H 6.34888 -0.88554 -1.37178
C -6.91625 -0.04942 0.03605
C 0.35920 -4.48354 -3.77763
H -2.26535 0.65398 5.84655
H -2.70418 -2.56413 2.28612
C -1.07838 2.43474 -5.35484
H -2.64538 1.29838 -3.45932
C -2.59113 0.29962 4.86859
C 0.84209 3.63991 -0.24470
C -1.67387 1.56824 -3.04526
O -2.93519 2.63054 4.41336
H -0.92093 -0.73614 1.66950
H -7.12889 -0.79057 -0.73439
C 1.47754 3.12773 1.09637
H -0.57162 0.97759 3.06374
O -1.19306 -5.45738 2.85518
H -1.06868 4.61431 -3.59839
H 2.83962 0.76718 2.69976
C 3.54566 1.42724 3.20368
H 0.94112 -1.66579 0.31764
H 4.70102 -0.82202 -3.70859
H 0.83504 -5.41572 -3.47313
H 4.83662 -1.48658 -0.40740
H -4.05651 -0.88068 -1.07258
O 5.28701 -0.21548 3.87012
H 2.02720 0.27278 -0.71061
C -1.38321 -4.25657 0.62955
H 2.55853 2.98852 1.10965

Mulliken population analysis, charges in e, atoms 1 to 99:
1 H 0.3715
2 H 0.3484
3 H 0.1232
4 H 0.3932
5 H 0.1559
6 H 0.2076
7 O -0.3833
8 H 0.3675
9 H 0.4715
10 H 0.4064
11 H 0.3620
12 H 0.1120
13 H 0.2028
14 H 0.3477
15 C -0.4287
16 H 0.3731
17 C -0.9785
18 H 0.3358
19 H 0.3404
20 H 0.0477
21 H 0.0943
22 C -1.2971
23 O -0.3363
24 H 0.3679
25 C -1.1739
26 H 0.0345
27 H 0.2643
28 C -1.5343
29 H 0.3730
30 H 0.4824
31 H 0.3373
32 H 0.4518
33 H 0.1710
34 O -0.6180
35 H 0.3900
36 O -0.5632
37 H 0.2111
38 H 0.2945
39 C -1.4690
40 C 0.7862
41 H 0.3300
42 H 0.0589
43 C -0.6901
44 H 0.2924
45 H 0.5809
46 H 0.0557
47 H 0.4048
48 H 0.4357
49 C -1.0077
50 H 0.3074
51 C 0.3193
52 H 0.3586
53 C -0.2901
54 H 0.0922
55 H 0.0738
56 O -0.4100
57 H -0.4901
58 C 0.9104
59 H -0.1003
60 C 0.5353
61 O -0.5701
62 H 0.2794
63 C 0.1349
64 C 0.4596
65 H 0.3765
66 H 0.3728
67 H 0.0198
68 H 0.3483
69 C -1.1856
70 H 0.3423
71 H 0.2531
72 H 0.2475
73 H 0.2265
74 H 0.1168
75 H 0.4971
76 C 0.9565
77 H -0.3185
78 H 0.3604
79 C -1.4302
80 C 0.2490
81 H 0.3885
82 H 0.0803
83 C -1.4226
84 H 0.4856
85 C -1.2608
86 C 0.6296
87 C -0.8192
88 O -0.2187
89 H -0.1134
90 H 0.3492
91 C -0.8890
92 H 0.0330
93 O -0.5603
94 H 0.3612
95 H -0.2404
96 C -0.5707
97 H 0.4174
98 H 0.4750
99 H 0.3141

=====

no.,total energy (a.u.)
1,-1948.40201
2,-1709.26684